1.
{
  "formula": "C9H14NO3",
  "method": "ωB97M-V with the def2-TZVPD basis set",
  "total_energy_ha": -631.41862,
  "smiles": "CO[C@H]1OC(C)=[N+]=C/C=C\\[C@@H]1OC",
  "total_charge": 1,
  "largest_force_ev_per_a": 3.96,
  "mol_weight_g_mol": 184.215,
  "species": ["C", "C", "C", "C", "C", "C", "C", "C", "C", "N", "O", "O", "O", "H", "H", "H", "H", "H", "H", "H", "H", "H", "H", "H", "H", "H", "H"],
  "positions_angstrom": [[-0.462, -1.229, -1.880], [0.031, -1.660, -0.721], [-0.708, 0.113, -2.291], [-0.568, 1.559, -0.317], [0.147, -1.044, 0.618], [1.180, 0.060, 0.796], [-1.635, 2.534, 0.216], [-2.020, -1.591, 1.491], [3.531, 0.445, 0.106], [-0.798, 1.161, -1.564], [0.400, 1.305, 0.493], [-1.152, -0.541, 0.978], [2.207, -0.227, -0.042], [-0.243, -1.877, -2.649], [0.621, -2.661, -0.916], [-0.860, 0.411, -3.285], [0.548, -1.878, 1.371], [1.386, 0.266, 1.856], [-1.583, 3.531, -0.299], [-1.842, 2.853, 1.189], [-2.639, 2.125, -0.162], [-2.416, -2.229, 0.724], [-2.949, -1.169, 1.722], [-1.519, -2.161, 2.292], [3.975, 0.401, -0.874], [4.131, 0.051, 0.886], [3.238, 1.455, 0.263]]
}

2.
{
  "formula": "C25H25ClF6HgN5O4P",
  "method": "ωB97M-V with the def2-TZVPD basis set",
  "total_energy_ha": -3096.11802,
  "largest_force_ev_per_a": 3.84,
  "mol_weight_g_mol": 840.511,
  "species": ["Hg", "Cl", "O", "O", "O", "O", "P", "F", "F", "F", "F", "F", "F", "N", "C", "C", "C", "C", "C", "H", "H", "H", "H", "H", "N", "C", "C", "C", "C", "C", "H", "H", "H", "H", "H", "N", "C", "C", "C", "C", "C", "H", "H", "H", "H", "H", "N", "C", "C", "C", "C", "C", "H", "H", "H", "H", "H", "N", "C", "C", "C", "C", "C", "H", "H", "H", "H", "H"],
  "positions_angstrom": [[0.121, 0.208, -0.270], [1.712, 4.287, -3.509], [1.874, 5.636, -2.988], [0.350, 4.053, -3.795], [2.595, 4.129, -4.660], [2.127, 3.389, -2.426], [-0.050, -5.117, 1.312], [-1.285, -5.395, 0.274], [0.120, -3.545, 0.720], [-1.031, -4.481, 2.472], [1.246, -4.845, 2.303], [-0.396, -6.560, 2.020], [0.884, -5.649, 0.063], [-1.216, 3.778, 1.255], [-2.474, 4.340, 1.141], [-2.878, 5.534, 1.746], [-1.960, 6.228, 2.522], [-0.739, 5.683, 2.722], [-0.358, 4.473, 2.086], [-3.161, 3.731, 0.572], [-3.903, 5.852, 1.625], [-2.182, 7.172, 2.998], [0.009, 6.200, 3.304], [0.668, 4.141, 2.140], [2.882, 0.041, 2.667], [2.727, -0.481, 3.948], [3.717, -0.500, 4.892], [4.951, 0.022, 4.559], [5.082, 0.676, 3.342], [4.086, 0.597, 2.386], [1.761, -0.903, 4.182], [3.602, -1.062, 5.807], [5.757, 0.037, 5.277], [6.007, 1.179, 3.105], [4.339, 1.002, 1.418], [-2.233, -0.922, -3.133], [-3.242, -0.150, -3.648], [-4.112, -0.466, -4.722], [-3.907, -1.693, -5.344], [-2.909, -2.603, -4.843], [-2.128, -2.176, -3.777], [-3.368, 0.778, -3.111], [-4.880, 0.180, -5.123], [-4.524, -1.981, -6.182], [-2.684, -3.551, -5.310], [-1.315, -2.758, -3.369], [3.031, -1.503, -2.812], [4.082, -2.221, -2.402], [5.279, -2.445, -3.106], [5.399, -1.834, -4.392], [4.281, -1.160, -4.892], [3.137, -1.030, -4.127], [3.966, -2.723, -1.453], [6.080, -3.031, -2.680], [6.293, -1.951, -4.988], [4.309, -0.760, -5.895], [2.340, -0.421, -4.528], [-3.106, -0.605, 2.085], [-3.151, -0.127, 3.375], [-4.213, -0.244, 4.282], [-5.279, -1.031, 3.865], [-5.275, -1.536, 2.569], [-4.223, -1.290, 1.733], [-2.431, 0.573, 3.771], [-4.033, 0.119, 5.283], [-6.033, -1.259, 4.604], [-6.047, -2.230, 2.269], [-4.091, -1.799, 0.789]]
}

3.
{
  "formula": "CH3NO",
  "method": "ωB97M-V with the def2-TZVPD basis set",
  "total_energy_ha": -169.80048,
  "smiles": "C=NO",
  "largest_force_ev_per_a": 5.23,
  "mol_weight_g_mol": 45.041,
  "species": ["C", "H", "H", "H", "N", "O"],
  "positions_angstrom": [[0.194, 0.640, 0.499], [-0.058, -1.560, -0.732], [1.164, 0.030, 0.606], [0.154, 1.499, 1.117], [-0.762, 0.282, -0.365], [-0.692, -0.890, -1.125]]
}

4.
{
  "formula": "C3H2N2O2",
  "method": "ωB97M-V with the def2-TZVPD basis set",
  "total_energy_ha": -375.36889,
  "smiles": "O=CC(=O)N1C=N1",
  "largest_force_ev_per_a": 0.86,
  "mol_weight_g_mol": 98.061,
  "species": ["O", "C", "C", "N", "C", "N", "O", "H", "H"],
  "positions_angstrom": [[-2.282, 0.498, -0.986], [-1.721, 0.241, 0.046], [-0.397, -0.527, 0.075], [0.682, 0.244, 0.586], [1.865, 0.364, -0.201], [1.992, -0.618, 0.541], [-0.353, -1.703, -0.171], [-2.151, 0.491, 1.034], [2.365, 1.011, -0.924]]
}

5.
{
  "formula": "C2H2N3S2",
  "method": "ωB97M-V with the def2-TZVPD basis set",
  "total_energy_ha": -1037.94435,
  "smiles": "[H]/N=N\\C=C(/[S-])N=S",
  "total_charge": -1,
  "largest_force_ev_per_a": 3.20,
  "mol_weight_g_mol": 132.193,
  "species": ["C", "C", "N", "N", "N", "S", "S", "H", "H"],
  "positions_angstrom": [[-0.309, 0.371, 0.820], [0.783, 0.437, -0.395], [-0.992, -0.665, 0.739], [-1.160, -1.801, 0.203], [0.582, 1.213, -1.377], [-0.550, 2.238, -1.787], [2.084, -0.493, 0.086], [-0.180, 0.942, 1.717], [-0.257, -2.241, -0.004]]
}

6.
{
  "formula": "C23H44NP3PdSe",
  "method": "ωB97M-V with the def2-TZVPD basis set",
  "multiplicity": 5,
  "total_energy_ha": -4509.33588,
  "total_charge": 4,
  "largest_force_ev_per_a": 2.24,
  "mol_weight_g_mol": 612.914,
  "species": ["Pd", "P", "P", "P", "H", "C", "C", "H", "C", "C", "C", "C", "C", "C", "C", "C", "C", "H", "H", "H", "H", "H", "H", "H", "H", "H", "H", "H", "H", "H", "H", "H", "H", "H", "H", "H", "H", "H", "H", "H", "H", "H", "H", "H", "H", "H", "C", "C", "C", "C", "C", "C", "Se", "H", "H", "H", "H", "H", "H", "N", "C", "C", "C", "C", "C", "C", "H", "H", "H", "H", "H", "H", "H"],
  "positions_angstrom": [[-0.434, 0.075, 0.935], [-2.012, -1.154, 2.159], [1.372, -1.279, 1.199], [-1.792, 1.027, -0.603], [4.893, -0.223, -6.887], [4.468, 0.773, -6.973], [4.772, 1.803, -6.176], [5.508, 1.765, -5.374], [-2.627, -2.719, 1.491], [-1.419, -1.622, 3.798], [-3.527, -0.245, 2.539], [2.788, -1.016, 0.085], [2.099, -0.968, 2.846], [1.174, -3.093, 1.125], [-1.003, 1.795, -2.045], [-2.643, 2.438, 0.178], [-3.127, 0.031, -1.355], [3.767, 0.870, -7.825], [4.316, 2.783, -6.371], [-3.279, -3.082, 2.300], [-1.810, -3.421, 1.297], [-3.199, -2.541, 0.574], [-2.295, -2.091, 4.264], [-1.122, -0.727, 4.357], [-0.587, -2.330, 3.738], [-4.083, -0.944, 3.179], [-4.092, -0.018, 1.630], [-3.305, 0.680, 3.084], [3.637, -1.566, 0.521], [3.030, 0.057, 0.015], [2.544, -1.425, -0.909], [2.762, -1.814, 3.086], [1.317, -0.875, 3.613], [2.683, -0.031, 2.786], [2.157, -3.494, 1.436], [0.943, -3.391, 0.089], [0.376, -3.440, 1.798], [-1.772, 2.399, -2.549], [-0.630, 1.004, -2.716], [-0.173, 2.438, -1.712], [-3.416, 2.790, -0.520], [-1.911, 3.244, 0.368], [-3.111, 2.134, 1.123], [-3.724, 0.738, -1.960], [-3.764, -0.442, -0.593], [-2.685, -0.743, -2.004], [0.536, -1.817, -3.815], [1.368, -0.703, -3.556], [2.148, -0.180, -4.595], [2.035, -0.658, -5.898], [1.166, -1.716, -6.160], [0.432, -2.292, -5.132], [-0.512, -2.853, -2.604], [-0.227, -1.889, -1.532], [1.394, -0.256, -2.555], [2.866, 0.620, -4.376], [2.632, -0.240, -6.699], [1.061, -2.125, -7.160], [-0.243, -3.128, -5.341], [0.722, 2.794, 2.384], [0.063, 2.605, 3.555], [-1.294, 2.940, 3.683], [-2.007, 2.597, 4.838], [-1.372, 1.948, 5.895], [-0.032, 1.564, 5.772], [0.695, 1.909, 4.617], [0.314, 3.367, 1.635], [1.691, 2.530, 2.271], [-1.771, 3.496, 2.891], [-3.050, 2.886, 4.918], [-1.921, 1.725, 6.818], [0.478, 1.034, 6.566], [1.761, 1.693, 4.536]]
}

7.
{
  "formula": "C3HOS4",
  "method": "ωB97M-V with the def2-TZVPD basis set",
  "total_energy_ha": -1782.91410,
  "total_charge": -1,
  "largest_force_ev_per_a": 3.10,
  "mol_weight_g_mol": 181.308,
  "species": ["C", "C", "C", "O", "S", "S", "S", "S", "H"],
  "positions_angstrom": [[0.358, -0.218, 0.429], [-0.661, -0.401, 1.251], [0.361, 0.555, -0.789], [1.572, -0.790, 0.897], [-1.693, -0.891, 2.216], [1.747, 0.821, -1.753], [-2.774, 0.830, -0.779], [-1.039, 1.111, -1.646], [2.127, -1.017, 0.175]]
}

8.
{
  "formula": "C36H47N7O3PtS3Si",
  "method": "ωB97M-V with the def2-TZVPD basis set",
  "multiplicity": 5,
  "total_energy_ha": -3611.85652,
  "total_charge": 2,
  "largest_force_ev_per_a": 0.53,
  "mol_weight_g_mol": 945.183,
  "species": ["Pt", "C", "C", "C", "C", "C", "C", "C", "S", "O", "O", "N", "C", "C", "C", "C", "C", "N", "H", "H", "H", "H", "H", "H", "H", "H", "H", "H", "H", "C", "Si", "C", "C", "C", "C", "C", "C", "N", "C", "S", "H", "H", "H", "H", "H", "H", "H", "H", "H", "H", "H", "H", "C", "C", "N", "C", "S", "N", "C", "C", "H", "H", "H", "H", "H", "H", "H", "H", "H", "H", "H", "H", "C", "N", "N", "C", "O", "C", "C", "C", "C", "C", "C", "C", "C", "C", "H", "H", "H", "H", "H", "H", "H", "H", "H", "H", "H", "H"],
  "positions_angstrom": [[0.417, -0.575, -0.071], [-3.531, 6.014, 2.059], [-2.813, 4.708, 2.279], [-1.574, 4.673, 2.919], [-0.899, 3.480, 3.110], [-1.478, 2.301, 2.656], [-2.714, 2.302, 2.023], [-3.371, 3.507, 1.838], [-0.608, 0.793, 2.859], [0.114, 0.809, 4.095], [-1.545, -0.278, 2.614], [0.463, 0.776, 1.606], [1.843, 0.939, 1.719], [2.603, 1.523, 2.741], [3.973, 1.531, 2.598], [4.576, 0.970, 1.467], [3.757, 0.438, 0.500], [2.425, 0.441, 0.625], [-3.210, 6.770, 2.775], [-4.610, 5.890, 2.145], [-3.321, 6.395, 1.057], [-1.140, 5.596, 3.288], [0.054, 3.461, 3.626], [-3.165, 1.365, 1.715], [-4.344, 3.517, 1.359], [2.119, 1.922, 3.618], [4.588, 1.977, 3.371], [5.649, 0.975, 1.337], [4.151, 0.016, -0.420], [-6.499, -1.827, -1.048], [-5.304, -1.512, 0.342], [-4.749, -3.108, 1.110], [-6.050, -0.352, 1.590], [-3.882, -0.468, -0.424], [-4.252, 0.667, -1.165], [-3.314, 1.567, -1.635], [-1.963, 1.359, -1.340], [-1.587, 0.300, -0.662], [-2.501, -0.610, -0.246], [-1.703, -1.952, 0.474], [-7.310, -2.470, -0.691], [-6.022, -2.329, -1.896], [-6.955, -0.900, -1.409], [-5.642, -3.652, 1.432], [-4.116, -2.955, 1.988], [-4.214, -3.742, 0.398], [-6.939, -0.809, 2.035], [-6.361, 0.582, 1.112], [-5.356, -0.110, 2.401], [-5.302, 0.841, -1.379], [-3.609, 2.431, -2.215], [-1.186, 2.047, -1.651], [0.002, -3.452, 4.059], [0.804, -4.325, 3.102], [0.932, -3.723, 1.763], [1.908, -3.025, 1.203], [1.740, -2.593, -0.502], [3.012, -2.607, 1.801], [3.437, -2.546, 3.213], [4.556, -3.527, 3.515], [-0.063, -3.938, 5.033], [-1.012, -3.297, 3.686], [0.459, -2.468, 4.193], [0.305, -5.280, 2.956], [1.793, -4.554, 3.483], [0.152, -3.883, 1.148], [3.666, -2.192, 1.155], [2.586, -2.703, 3.859], [3.768, -1.522, 3.382], [4.211, -4.561, 3.448], [4.934, -3.356, 4.524], [5.386, -3.399, 2.818], [4.159, 1.342, -5.123], [3.173, 1.425, -4.048], [2.298, 0.404, -3.761], [1.639, 0.708, -2.601], [0.672, -0.026, -2.187], [2.179, 1.923, -2.136], [3.125, 2.324, -3.055], [4.010, 3.523, -3.062], [1.867, -0.548, -4.743], [1.463, -0.119, -6.000], [1.015, -1.051, -6.923], [0.954, -2.396, -6.582], [1.355, -2.811, -5.319], [1.821, -1.887, -4.394], [4.049, 0.394, -5.637], [5.166, 1.401, -4.711], [4.016, 2.150, -5.839], [1.897, 2.427, -1.226], [3.816, 4.133, -2.184], [3.834, 4.129, -3.952], [5.065, 3.238, -3.060], [1.489, 0.936, -6.251], [0.704, -0.723, -7.907], [0.594, -3.120, -7.301], [1.319, -3.860, -5.053], [2.151, -2.200, -3.412]]
}